Entry A
Entry from the OMol25 dataset: a structure of composition C3H7N3O (ωB97M-V with the def2-TZVPD basis set).

Properties
HOMO, eV: -9.51
LUMO, eV: 1.00

The geometry in XYZ format:
```
14
C3H7N3O ωB97M-V with the def2-TZVPD basis set
C -1.425 -1.392 0.657
N -0.004 -1.057 0.543
C 0.153 0.283 0.366
O -0.799 1.020 0.084
N 1.366 1.025 0.499
C 1.047 1.560 -0.837
N 1.003 0.584 -1.651
H -1.915 -1.268 -0.313
H -1.901 -0.689 1.344
H -1.547 -2.418 1.000
H 0.606 -1.447 1.247
H 2.249 0.536 0.373
H 0.836 2.630 -0.913
H 0.330 0.632 -2.399
```



Entry B
Entry from the OMol25 dataset: the molecule C3H7N3O (ωB97M-V with the def2-TZVPD basis set).

Properties
SMILES: [H]/N=C/NC(=O)NC
HOMO, eV: -9.80
LUMO, eV: 0.80

The geometry in XYZ format:
```
14
C3H7N3O ωB97M-V with the def2-TZVPD basis set
H 4.096 -0.505 0.171
N 3.234 -0.416 0.704
C 2.305 -0.222 -0.137
N 1.006 -0.029 0.319
C -0.186 -0.078 -0.400
O -0.254 -0.371 -1.578
N -1.271 0.266 0.373
C -2.614 0.148 -0.159
H 2.740 0.248 -1.003
H 1.005 0.391 1.239
H -1.174 0.179 1.374
H -2.612 0.465 -1.201
H -3.278 0.803 0.409
H -2.996 -0.878 -0.113
```



Entry C
Entry from the OMol25 dataset: the molecule C3H7N3O (ωB97M-V with the def2-TZVPD basis set).

Properties
SMILES: [H]/N=C/NC(=O)NC
HOMO, eV: -9.91
LUMO, eV: 0.84

The geometry in XYZ format:
```
14
C3H7N3O ωB97M-V with the def2-TZVPD basis set
H -4.085 -0.067 -0.621
N -3.320 0.344 -0.093
C -2.230 -0.216 -0.426
N -1.034 0.178 0.163
C 0.180 -0.401 -0.133
O 0.354 -1.185 -1.043
N 1.183 0.035 0.810
C 2.452 0.439 0.164
H -2.098 -1.026 -1.148
H -1.051 0.899 0.873
H 1.300 -0.771 1.420
H 2.256 1.375 -0.368
H 2.893 -0.291 -0.530
H 3.199 0.687 0.930
```



Stability verdict: entry C, ahead by 0.0119 hartree



Entry A
Entry from the OMol25 dataset: the molecule C3H7N3O (ωB97M-V with the def2-TZVPD basis set).

Properties
HOMO, eV: -7.22
LUMO, eV: 0.44

The geometry in XYZ format:
```
14
C3H7N3O ωB97M-V with the def2-TZVPD basis set
C 2.211 -0.672 0.544
N 1.569 0.684 0.294
C 0.197 0.877 -0.304
O -0.035 1.847 -0.983
N -0.633 -0.131 0.028
C -1.960 -0.187 -0.401
N -2.689 -1.160 -0.058
H 2.047 -1.235 -0.384
H 1.620 -1.127 1.354
H 2.176 1.238 -0.315
H 1.576 1.182 1.187
H -0.221 -0.930 0.509
H -2.235 0.669 -1.022
H -3.622 -1.054 -0.451
```



Entry B
Entry from the OMol25 dataset: the molecule C3H7N3O (ωB97M-V with the def2-TZVPD basis set).

Properties
SMILES: C[C@H]1N=NN(C)O1
HOMO, eV: -8.57
LUMO, eV: 1.00

The geometry in XYZ format:
```
14
C3H7N3O ωB97M-V with the def2-TZVPD basis set
C 1.882 0.212 0.456
C 1.049 -0.401 -0.782
N 0.551 -1.615 -0.342
N -0.634 -1.433 0.004
N -1.122 -0.289 -0.342
C -2.170 0.386 0.323
O -0.202 0.486 -1.146
H 1.134 0.229 1.267
H 2.145 1.300 0.147
H 2.837 -0.213 0.676
H 1.633 -0.273 -1.681
H -2.638 -0.443 0.875
H -1.755 1.209 0.982
H -2.710 0.846 -0.435
```



Stability verdict: entry A, ahead by 0.0596 hartree



Entry A
Entry from the OMol25 dataset: a cluster of 3 separate species, C3H7N3O in total (ωB97M-V with the def2-TZVPD basis set).

Properties
HOMO, eV: -9.85
LUMO, eV: 0.27

The geometry in XYZ format:
```
14
C3H7N3O ωB97M-V with the def2-TZVPD basis set
C 1.733 0.629 -0.710
N 0.437 0.750 -0.513
C -0.153 -0.357 -0.013
N 0.550 -1.366 0.409
C -1.652 -0.314 0.242
O -2.204 -1.240 0.814
N -2.259 0.795 -0.225
H 2.149 -0.291 -1.132
H 2.292 0.043 0.759
H 2.315 1.541 -0.838
H -0.042 -1.991 0.959
H 1.772 -0.670 0.890
H -1.695 1.551 -0.584
H -3.244 0.921 -0.057
```



Entry B
Entry from the OMol25 dataset: the molecule C3H7N3O (ωB97M-V with the def2-TZVPD basis set).

Properties
SMILES: C/N=C(\N)C(N)=O
HOMO, eV: -9.26
LUMO, eV: 0.91

The geometry in XYZ format:
```
14
C3H7N3O ωB97M-V with the def2-TZVPD basis set
C -1.644 -1.062 0.726
N -0.726 -0.512 -0.244
C 0.146 0.342 0.124
N 0.292 0.996 1.315
C 1.315 0.583 -0.826
N 1.153 -0.021 -2.019
O 2.288 1.233 -0.470
H -2.250 -0.323 1.270
H -1.072 -1.641 1.465
H -2.326 -1.749 0.216
H 1.067 1.648 1.332
H -0.524 1.239 1.856
H 0.340 -0.618 -2.107
H 1.942 -0.115 -2.637
```



Stability verdict: entry B, ahead by 0.1002 hartree



Entry A
Entry from the OMol25 dataset: the molecule C3H7N3O (ωB97M-V with the def2-TZVPD basis set).

Properties
HOMO, eV: -8.42
LUMO, eV: -0.30

The geometry in XYZ format:
```
14
C3H7N3O ωB97M-V with the def2-TZVPD basis set
C 0.228 0.239 0.449
N 0.975 -0.836 -0.079
N 0.209 1.443 -0.272
C 2.298 -0.757 -0.334
C -2.328 -0.289 0.191
N -1.140 -0.657 0.370
O 2.967 -1.616 -0.883
H -0.436 -1.487 -0.004
H 0.330 0.455 1.521
H 0.146 1.340 -1.275
H -0.326 2.210 0.107
H 2.772 0.193 0.004
H -3.094 -0.995 -0.119
H -2.601 0.758 0.323
```



Entry B
Entry from the OMol25 dataset: the molecule C3H7N3O (ωB97M-V with the def2-TZVPD basis set).

Properties
HOMO, eV: -8.64
LUMO, eV: 0.62

The geometry in XYZ format:
```
14
C3H7N3O ωB97M-V with the def2-TZVPD basis set
C -0.431 -0.851 -1.481
C -0.779 -1.274 1.290
C 0.669 1.802 0.109
N 0.638 -0.194 -1.240
N -0.875 -0.134 0.356
N 0.484 0.344 0.071
O -0.816 -1.693 -2.198
H -0.440 -0.801 2.242
H -1.838 -1.505 1.572
H 0.049 -2.094 0.942
H 0.324 2.088 -0.898
H 0.045 2.254 0.842
H 1.693 1.978 0.397
H 1.279 0.081 -2.003
```



Entry C
Entry from the OMol25 dataset: the molecule C3H7N3O (ωB97M-V with the def2-TZVPD basis set).

Properties
SMILES: C=C(NN)C(N)=O
HOMO, eV: -8.28
LUMO, eV: 0.95

The geometry in XYZ format:
```
14
C3H7N3O ωB97M-V with the def2-TZVPD basis set
C -0.055 1.623 0.822
C 0.132 0.350 0.447
N 0.283 -0.719 1.312
N 0.809 -1.937 0.722
C -0.093 -0.027 -1.021
N -1.218 0.509 -1.594
O 0.723 -0.639 -1.705
H -0.303 2.396 0.103
H 0.035 1.918 1.862
H 0.639 -0.463 2.234
H 1.832 -1.922 0.637
H 0.585 -2.209 -0.244
H -1.968 0.874 -1.023
H -1.402 0.246 -2.552
```



Entry D
Entry from the OMol25 dataset: the molecule C3H7N3O (ωB97M-V with the def2-TZVPD basis set).

Properties
SMILES: C/N=C(\N)N1CO1
HOMO, eV: -9.21
LUMO, eV: 0.99

The geometry in XYZ format:
```
14
C3H7N3O ωB97M-V with the def2-TZVPD basis set
C 1.901 -0.530 -0.321
N 0.496 -0.605 0.012
C -0.167 0.464 0.220
N 0.269 1.758 0.097
N -1.525 0.402 0.588
C -2.056 -1.097 0.101
O -2.374 0.026 -0.550
H 2.083 0.084 -1.210
H 2.498 -0.120 0.505
H 2.261 -1.540 -0.513
H 1.233 1.956 0.307
H -0.399 2.484 0.292
H -2.670 -1.409 0.940
H -1.551 -1.871 -0.468
```



Stability verdict: entry C, ahead by 0.0442 hartree